Computed, not measured: 5 unconnected molecules or ions with the total composition C12H31BrNO4 in a non-equilibrium geometry, with ωB97M-V with the def2-TZVPD basis set.

Last column: natural (NBO) charge in e.
Positions of all 49 atoms, in Å:
H (-4.40681, -0.08463, 2.19009)  0.198
H (-2.99891, 1.26863, -1.14375)  0.183
C (-0.59117, 2.29780, 2.83890)  -0.612
H (-1.33781, 3.48719, 0.29857)  0.228
H (3.76537, 0.41281, 2.96733)  0.166
H (4.43953, -1.57778, -2.52122)  0.507
H (-2.53179, -1.43740, 1.49832)  0.206
O (4.99439, -2.16197, -3.04320)  -0.755
H (-0.00755, -1.49139, 0.38199)  0.228
C (-1.57546, 1.86938, 1.67035)  0.132
H (1.12006, 0.20252, -2.86352)  0.504
C (-2.12774, 3.04830, 0.90807)  -0.644
O (3.11374, -1.23716, 2.18976)  -0.757
C (-3.65686, 0.39784, 1.56328)  -0.397
C (-0.72014, -1.23387, -0.40158)  -0.639
C (-1.68405, -0.09760, -0.04619)  0.137
H (2.77107, -0.52267, 4.10251)  0.162
O (0.23423, 1.40156, 0.22473)  -0.566
C (1.23573, -1.17754, -4.25692)  -0.237
C (-2.90384, -0.69397, 0.79334)  -0.400
H (-2.53279, -0.29737, -1.91272)  0.207
H (0.95540, -2.06415, -3.68821)  0.149
H (-1.17538, -2.21032, -0.56708)  0.198
H (0.88361, 0.90424, 0.72731)  0.489
H (-4.12569, 1.09767, 0.87150)  0.191
H (-2.54771, 3.78978, 1.58774)  0.198
H (2.32360, -1.11621, -4.28653)  0.179
H (1.94888, 0.35335, 2.77875)  0.153
H (3.80056, -3.62640, -3.89480)  0.146
N (-0.90995, 0.87924, 0.80026)  -0.229
C (4.41383, -3.46304, -3.00860)  -0.247
H (-0.26650, 1.47621, 3.47737)  0.208
C (2.85479, -0.17707, 3.07214)  -0.242
H (5.13804, -4.27724, -2.98238)  0.157
H (-3.28535, 1.97391, 2.97541)  0.197
H (-0.09629, -1.04168, -1.27449)  0.244
H (0.79738, -1.24141, -5.25285)  0.157
H (-2.28602, 0.52538, 3.20807)  0.200
C (-2.71866, 1.19521, 2.46494)  -0.397
H (-1.43049, 1.18335, -1.85273)  0.240
H (-1.08695, 2.97565, 3.53375)  0.195
H (-3.68765, -1.07052, 0.13609)  0.206
H (3.71669, -3.58869, -2.18015)  0.175
H (-2.88321, 2.69650, 0.20551)  0.203
H (3.22432, -0.85074, 1.31794)  0.501
Br (3.09461, 0.06816, -1.07553)  -0.943
C (-2.18640, 0.57413, -1.35720)  -0.637
H (0.31304, 2.76642, 2.45043)  0.219
O (0.62226, -0.10441, -3.62482)  -0.763

Cartesian forces (eV/Å) of the 3 atoms listed first:
H -0.336 0.103 -0.127
H -0.325 -0.286 -0.077
C -0.020 0.174 -0.957

Summary:
Total charge: -1
Energy above the lowest of the compared OMol25 structures with the same formula, charge and spin: 4.3 kcal/mol
Gap between HOMO and LUMO: 7.888 eV
DFT total energy: -3405.55290 a.u.

Computed, not measured: a single C4H8N2O2 molecule in a non-equilibrium geometry, with ωB97M-V with the def2-TZVPD basis set.

Last column: natural (NBO) charge in e.
Positions of all 16 atoms, in Å:
H (-0.80364, 1.84368, 0.08998)  0.372
N (-0.37258, 1.56764, -0.79123)  -0.842
C (0.17931, 0.23617, -0.73957)  -0.131
H (0.99514, 0.14595, -2.80139)  0.125
C (1.38228, 0.22958, -1.76899)  0.452
N (-1.65607, -1.07911, 1.16065)  -0.821
C (0.57634, -0.37230, 0.58697)  -0.532
H (-2.41158, -1.42976, 1.71957)  0.403
O (2.48892, 0.27220, -1.32247)  -0.499
H (-0.58896, -0.42254, -1.18727)  0.161
C (-0.53461, -0.49359, 1.62524)  0.669
H (1.45361, 0.10913, 1.01903)  0.254
H (1.01710, -1.36296, 0.37704)  0.228
O (-0.35203, 0.00901, 2.71370)  -0.592
H (0.25758, 2.33114, -0.97115)  0.367
H (-1.63082, -1.58424, 0.28988)  0.385

Cartesian forces (eV/Å) of the 3 atoms listed first:
H -0.220 -0.353 -0.188
N -0.781 0.884 0.855
C 0.330 -0.510 -1.597

Summary:
Total charge: 0
SMILES string: NC(=O)C[C@@H](N)C=O
Energy above the lowest of the compared OMol25 structures with the same formula, charge and spin: 37.5 kcal/mol
Gap between HOMO and LUMO: 10.359 eV
DFT total energy: -417.19615 a.u.

Computed, not measured: a molecular structure, C15H18ClN2O2S in a non-equilibrium geometry, with ωB97M-V with the def2-TZVPD basis set.

Last column: natural (NBO) charge in e.
Positions of all 39 atoms, in Å:
C (2.33712, -0.11745, -0.34783)  0.019
H (3.63316, -0.60385, 1.26321)  0.211
H (-4.85096, 2.29842, -0.91823)  0.200
H (2.17732, 0.31876, 1.71255)  0.205
H (0.17992, -2.23296, 2.92585)  0.314
C (-3.36208, 1.64308, 1.49602)  0.747
N (1.63046, 0.78347, -4.34476)  -0.618
H (1.71418, -2.54127, 0.76494)  0.194
S (1.76136, -0.66724, -5.00846)  0.905
H (2.57660, -2.08564, -1.08232)  0.225
C (-3.41334, 2.80446, 0.53945)  -0.302
C (-1.04944, -0.70190, -0.03300)  -0.410
O (-2.82044, 0.49295, 1.03502)  -0.510
C (-3.83094, 2.64312, -0.75183)  -0.349
C (0.32770, -1.48764, 2.03604)  -0.484
C (1.77121, -1.76851, 1.53273)  -0.393
O (-3.79845, 1.69676, 2.61283)  -0.537
H (-1.68212, -1.94260, 1.57971)  0.248
H (-3.18262, 2.81819, -1.60908)  0.200
C (-0.76144, -1.80229, 1.01230)  -0.409
H (-1.42138, 1.38524, -0.24769)  0.170
C (2.05618, 1.24355, -0.72911)  -0.180
C (2.37519, -1.05223, -1.33843)  -0.234
H (-0.25890, -0.57062, -0.77495)  0.194
C (2.13730, -0.72200, -2.70447)  0.157
H (-0.51462, -2.72784, 0.48919)  0.202
Cl (-0.98951, -3.52987, 3.65571)  -0.899
H (-1.93353, -1.03240, -0.59590)  0.204
H (-0.78804, 0.93709, 1.36034)  0.182
C (1.82535, 1.62810, -2.01103)  -0.223
H (-3.10047, 3.76849, 0.93861)  0.225
H (0.26201, -0.48316, 2.47133)  0.165
N (2.12962, -1.58818, -3.71688)  -0.616
C (2.55436, -0.50741, 1.10336)  -0.429
H (2.00926, 1.98193, 0.06589)  0.212
H (2.32296, -2.21331, 2.36808)  0.206
C (1.85650, 0.63993, -3.03081)  0.064
C (-1.46497, 0.64398, 0.55466)  -0.080
H (1.58546, 2.65087, -2.27302)  0.222

Cartesian forces (eV/Å) of the 3 atoms listed first:
C -0.054 0.030 -0.542
H -0.053 -0.038 0.100
H 0.712 -1.806 -0.267

Summary:
Total charge: -1
Gap between HOMO and LUMO: 5.041 eV
DFT total energy: -1700.70109 a.u.